Density functional theory data (the ωB97M-V functional and the def2-TZVPD basis) for an isolated ion of composition C2H7BrNO and charge +1 in a non-equilibrium geometry.

Energy relative to the best compared isomer or geometry (same formula, charge and spin)   13.6 kcal per mole
Total energy   -2784.11964 Eh
Multiplicity   1
HOMO level   -14.612 eV
Frontier orbital gap   11.01 eV
Total charge   +1
SMILES string   [NH3+]C[C@@H](O)Br
LUMO   -3.60 eV

Each line ends with the Löwdin charge.
Element x y z (Å)
C (0.25705, -0.23300, 0.67070)  -0.165
C (-0.92978, 0.90904, 0.41538)  -0.631
N (0.44288, -0.90250, -0.65294)  0.141
O (-0.59529, 1.58682, -0.71853)  -0.082
Br (-2.60630, -0.26080, 0.07853)  0.655
H (1.29786, 0.19489, 0.94945)  0.154
H (0.10920, -0.93352, 1.58190)  0.159
H (-1.09884, 1.57302, 1.40586)  0.167
H (0.57238, -0.40788, -1.52790)  0.166
H (-0.50828, -1.45828, -0.78870)  0.152
H (1.12452, -1.59739, -0.58874)  0.134
H (-0.85965, 2.53245, -0.76434)  0.150

Atomic forces in eV per Å
C 0.9 2.5 1.3
C 0.9 -0.7 2.4
N -4.3 -2.0 0.5
O 0.1 0.4 0.0
Br 0.9 0.8 0.3
H -1.9 0.1 -0.7
H -0.5 0.7 -2.2
H 0.2 -1.7 -2.4
H 0.1 1.1 0.2
H 1.8 1.2 0.0
H 1.7 -1.5 0.1
H -0.1 -0.9 0.4

***

Density functional theory data (the ωB97M-V functional and the def2-TZVPD basis) for a 7-piece molecular cluster, C44H49N4O2 overall in a non-equilibrium geometry.

Total energy   -2075.27476 Eh
Multiplicity   1
HOMO level   -10.272 eV
Frontier orbital gap   5.58 eV
Total charge   +1
LUMO   -4.70 eV

Each line ends with the Löwdin charge.
Element x y z (Å)
N (6.17164, -5.26910, -0.82438)  0.083
C (5.59172, -4.17848, -0.03498)  -0.658
N (6.04930, -2.92328, -0.56201)  0.109
N (6.15583, -4.28298, 1.33154)  0.098
C (4.06961, -4.34307, 0.06162)  -0.091
O (3.37817, -3.73697, -1.05926)  0.028
C (2.29989, -4.41757, -1.48751)  -0.426
O (2.27512, -4.95401, -2.57259)  0.177
C (1.04061, -4.58222, -0.65655)  -0.040
C (0.99055, -5.46582, 0.40928)  0.039
C (-0.16357, -5.65114, 1.09488)  -0.003
N (-1.23082, -4.95523, 0.72530)  0.117
C (-1.22708, -4.07886, -0.27453)  0.002
C (-0.10119, -3.87706, -0.99963)  0.067
H (6.01835, -6.15974, -0.36452)  0.071
H (7.16720, -5.07224, -0.83405)  0.085
H (5.43668, -2.52374, -1.26020)  0.077
H (6.27585, -2.27987, 0.18016)  0.080
H (5.45374, -4.09777, 2.03780)  0.053
H (6.61223, -5.17041, 1.46660)  0.073
H (3.85885, -5.42174, 0.05535)  0.123
H (3.65203, -3.93506, 0.98982)  0.127
H (1.86581, -6.03461, 0.68941)  0.132
H (-0.23304, -6.34296, 1.92210)  0.157
H (-2.09759, -5.08841, 1.23413)  0.192
H (-2.14218, -3.54585, -0.49685)  0.144
H (-0.10027, -3.18437, -1.83398)  0.142
C (5.79793, -2.67630, 6.63717)  -0.085
C (4.92779, -3.59184, 6.06301)  -0.096
C (4.23280, -3.25797, 4.90869)  -0.120
C (4.41547, -2.01161, 4.32398)  -0.115
C (5.28843, -1.09757, 4.89678)  -0.091
C (5.97650, -1.42843, 6.05538)  -0.083
H (6.33755, -2.93488, 7.53884)  0.106
H (4.79069, -4.56559, 6.51589)  0.102
H (3.54771, -3.97100, 4.46368)  0.089
H (3.87599, -1.75236, 3.42017)  0.091
H (5.43203, -0.12658, 4.44045)  0.103
H (6.65339, -0.71393, 6.50512)  0.106
C (1.69231, -2.17267, -6.96944)  -0.088
C (1.82448, -3.03296, -5.88889)  -0.086
C (2.23112, -2.54378, -4.65391)  -0.090
C (2.49771, -1.18975, -4.49888)  -0.095
C (2.36375, -0.32847, -5.58132)  -0.102
C (1.96456, -0.82037, -6.81628)  -0.087
H (1.37876, -2.55602, -7.93192)  0.104
H (1.61163, -4.08808, -6.00856)  0.104
H (2.34019, -3.21913, -3.81800)  0.061
H (2.81285, -0.80510, -3.53709)  0.087
H (2.57301, 0.72667, -5.46238)  0.100
H (1.86594, -0.14952, -7.66009)  0.105
C (2.16416, 3.34947, -2.45282)  -0.088
C (2.71407, 4.10738, -1.42781)  -0.087
C (3.15381, 3.48915, -0.26567)  -0.090
C (3.05203, 2.11127, -0.13160)  -0.098
C (2.50551, 1.35311, -1.15782)  -0.101
C (2.05771, 1.97197, -2.31745)  -0.103
H (1.81841, 3.83297, -3.35816)  0.104
H (2.79946, 5.18107, -1.53479)  0.105
H (3.57681, 4.08115, 0.53562)  0.103
H (3.39945, 1.62893, 0.77363)  0.096
H (2.42757, 0.27714, -1.05310)  0.089
H (1.62656, 1.38208, -3.11369)  0.069
C (-1.16154, 0.30504, -3.70162)  -0.084
C (-1.65231, 1.26840, -2.82627)  -0.077
C (-2.60833, 0.92521, -1.88340)  -0.082
C (-3.06768, -0.37921, -1.80631)  -0.101
C (-2.58025, -1.34259, -2.67984)  -0.127
C (-1.62802, -1.00358, -3.63427)  -0.095
H (-0.41456, 0.57315, -4.43858)  0.096
H (-1.28743, 2.28619, -2.87888)  0.106
H (-2.99515, 1.67547, -1.20507)  0.092
H (-3.81035, -0.64594, -1.06368)  0.100
H (-2.94632, -2.36261, -2.61502)  0.091
H (-1.24765, -1.75264, -4.31898)  0.102
C (-4.47072, 4.55025, 1.58551)  -0.098
C (-4.59851, 3.97482, 0.32815)  -0.106
C (-5.72566, 3.22540, 0.01821)  -0.103
C (-6.72953, 3.05933, 0.96359)  -0.096
C (-6.60296, 3.63764, 2.21893)  -0.102
C (-5.47207, 4.37967, 2.53137)  -0.110
H (-3.59051, 5.13247, 1.82788)  0.103
H (-3.81813, 4.11096, -0.41094)  0.095
H (-5.82311, 2.77136, -0.96051)  0.098
H (-7.61109, 2.47934, 0.72072)  0.101
H (-7.38651, 3.51065, 2.95508)  0.106
H (-5.37241, 4.82696, 3.51203)  0.107
C (-7.43595, 7.18087, 2.38620)  -0.102
C (-8.69638, 6.62893, 2.20292)  -0.099
C (-9.77578, 7.10384, 2.93511)  -0.095
C (-9.59645, 8.13750, 3.84479)  -0.097
C (-8.33698, 8.69169, 4.02556)  -0.097
C (-7.25567, 8.21088, 3.29917)  -0.094
H (-6.59435, 6.80837, 1.81731)  0.090
H (-8.83662, 5.82703, 1.48854)  0.098
H (-10.75772, 6.66926, 2.79648)  0.100
H (-10.43912, 8.51104, 4.41250)  0.101
H (-8.19770, 9.49881, 4.73361)  0.101
H (-6.27211, 8.64012, 3.44412)  0.100

Atomic forces in eV per Å
N -0.5 0.6 -0.3
C 1.3 -0.5 0.9
N -0.4 -0.1 -0.3
N -0.8 0.4 -0.3
C -0.4 -0.5 0.3
O -0.5 -0.2 0.1
C 0.5 -1.2 -1.7
O -0.2 0.6 1.2
C 0.7 0.5 0.2
C 1.1 -0.3 -0.1
C 0.2 -0.4 0.3
N -1.1 -0.1 0.7
C -0.8 0.5 -0.4
C 0.7 0.4 -0.7
H 0.0 0.0 -0.1
H 0.0 -0.1 -0.3
H 0.1 0.0 0.0
H -0.1 0.1 0.0
H 0.3 -0.1 0.3
H -0.1 0.0 0.2
H 0.1 0.1 0.0
H 0.3 0.2 -0.1
H -0.1 0.0 0.1
H -0.3 0.1 0.0
H 0.0 0.0 0.0
H 0.0 -0.1 0.1
H -0.1 0.0 0.1
C 0.0 0.0 0.0
C 0.0 -0.1 0.0
C 0.0 0.0 -0.1
C 0.0 -0.1 0.0
C 0.0 0.0 0.0
C 0.0 0.0 0.0
H 0.0 0.0 0.0
H 0.0 0.0 0.0
H 0.0 0.0 0.0
H 0.0 0.0 0.0
H 0.0 0.0 0.0
H 0.0 0.0 0.0
C 0.0 0.0 0.0
C 0.0 0.0 0.0
C -0.1 0.1 0.0
C -0.1 0.0 -0.1
C 0.0 0.0 0.1
C 0.0 0.0 0.0
H 0.0 0.0 0.0
H 0.0 0.0 0.0
H 0.1 0.1 -0.2
H 0.0 0.0 0.0
H 0.0 0.0 0.0
H 0.0 0.0 0.0
C 0.0 0.0 0.0
C 0.0 0.0 0.0
C 0.0 0.0 0.0
C 0.0 0.0 0.0
C 0.0 0.0 0.0
C 0.0 0.0 0.1
H 0.0 0.0 0.0
H 0.0 0.0 0.0
H 0.0 0.0 0.0
H 0.0 0.0 0.0
H 0.0 0.0 0.0
H 0.0 -0.1 -0.1
C 0.0 0.0 0.0
C 0.1 -0.1 -0.1
C 0.0 0.1 0.1
C -0.1 -0.2 0.1
C 0.1 -0.1 0.1
C 0.1 0.0 0.1
H 0.0 0.0 0.0
H 0.0 0.0 0.0
H 0.0 0.0 0.0
H 0.0 0.0 0.0
H -0.1 0.0 -0.1
H 0.0 0.0 0.0
C 0.0 0.0 0.0
C 0.0 0.0 0.0
C 0.0 0.0 0.0
C 0.0 0.0 0.0
C 0.0 0.0 0.0
C 0.1 -0.1 0.0
H 0.0 0.0 0.0
H 0.0 0.0 0.0
H 0.0 0.0 0.0
H 0.0 0.0 0.0
H 0.0 0.0 0.0
H 0.0 0.0 0.0
C 0.0 0.1 0.0
C 0.0 0.0 0.0
C 0.0 0.0 0.0
C 0.0 0.0 0.0
C 0.0 0.0 0.0
C 0.0 0.0 0.0
H 0.0 0.0 0.0
H 0.0 0.0 0.0
H 0.0 0.0 0.0
H 0.0 0.0 0.0
H 0.0 0.0 0.0
H 0.0 0.0 0.0

***

Density functional theory data (the ωB97M-V functional and the def2-TZVPD basis) for an isolated ion of composition C6H12NS and charge +1 in a non-equilibrium geometry.

Energy relative to the best compared isomer or geometry (same formula, charge and spin)   73.8 kcal per mole
Total energy   -688.39035 Eh
Multiplicity   1
HOMO level   -13.165 eV
Frontier orbital gap   9.64 eV
Total charge   +1
SMILES string   [NH3+]C1(C2(S)CC2)CC1
LUMO   -3.53 eV

Each line ends with the Löwdin charge.
Element x y z (Å)
C (1.62910, 0.70217, -0.63319)  -0.036
C (1.36042, 0.67687, 0.78802)  -0.065
C (-1.53439, 0.08452, 1.10978)  -0.025
C (-1.55781, 1.26374, 0.00666)  -0.006
C (0.61112, -0.26178, -0.10689)  -0.502
C (-0.85859, -0.19155, -0.26940)  -0.648
N (0.99183, -1.71874, -0.16609)  0.216
S (-1.46025, -1.16637, -1.70490)  0.853
H (1.31008, 1.41437, -1.28929)  0.103
H (2.56735, 0.24009, -0.91838)  0.125
H (2.02173, 0.02038, 1.51106)  0.170
H (0.90872, 1.48093, 1.31900)  0.110
H (-0.85399, 0.40672, 1.85150)  0.079
H (-2.42275, -0.34099, 1.41469)  0.079
H (-2.36545, 1.46724, -0.62238)  0.069
H (-0.96139, 2.09430, 0.14852)  0.068
H (2.03154, -1.65419, 0.05025)  0.195
H (0.68417, -1.97968, -1.14280)  0.122
H (0.32386, -2.23123, 0.52813)  0.222
H (-2.42529, -0.30680, -1.87426)  -0.129

Atomic forces in eV per Å
C 1.6 -2.8 -0.2
C 1.3 -2.7 3.0
C 0.5 2.4 -3.8
C 1.2 -5.3 1.0
C -0.8 0.8 -0.5
C -1.1 2.9 1.1
N -0.6 0.9 1.1
S 0.4 0.0 1.3
H -0.9 2.1 -1.3
H 0.1 0.2 -0.3
H -0.7 1.9 -1.5
H -0.6 0.4 0.1
H 0.5 -0.4 0.9
H -1.7 -0.9 0.4
H -1.5 -0.1 -0.6
H 1.4 1.4 0.5
H -1.6 -1.5 -0.5
H 1.2 -0.3 1.0
H 2.0 0.7 -1.2
H -0.8 0.4 -0.6

***

Density functional theory data (the ωB97M-V functional and the def2-TZVPD basis) for C27H30As2N3O17P2Rh as an isolated structure in a non-equilibrium geometry.

Energy relative to the best compared isomer or geometry (same formula, charge and spin)   22.2 kcal per mole
Total energy   -7755.17278 Eh
Multiplicity   5
HOMO level (alpha / beta)   -7.902 / -8.657 eV
Frontier orbital gap (alpha / beta)   6.40 / 5.94 eV
Total charge   0
LUMO (alpha / beta)   -1.51 / -2.71 eV

Each line ends with the Löwdin spin population.
Element x y z (Å)
Rh (0.06863, 1.68824, -0.02181)  1.422
O (-5.18017, 1.73634, -1.23611)  -0.001
C (-4.65717, 1.09364, -2.28511)  0.000
C (-5.51557, 0.74024, -3.32881)  0.000
C (-5.05367, 0.04354, -4.42401)  -0.001
C (-3.70987, -0.30876, -4.52171)  0.000
C (-2.84007, 0.06264, -3.52271)  0.001
C (-3.29617, 0.75494, -2.39351)  0.004
C (-2.31527, 1.09784, -1.36911)  0.008
O (-1.08487, 0.91724, -1.58821)  0.125
N (-2.73287, 1.65254, -0.22381)  0.001
N (-1.72517, 1.99314, 0.55699)  -0.011
C (-1.90047, 2.75104, 1.60529)  -0.007
C (-0.71047, 3.14134, 2.29219)  0.002
C (-0.64137, 4.16244, 3.24319)  0.002
C (0.58783, 4.50024, 3.77209)  0.001
C (1.72153, 3.81994, 3.33899)  0.003
C (1.58743, 2.81524, 2.39699)  0.010
N (0.40513, 2.47384, 1.90009)  0.055
H (-4.46857, 1.89804, -0.58221)  0.000
H (-6.54917, 1.03414, -3.23311)  0.000
H (-5.74517, -0.23506, -5.20621)  0.000
H (-3.35407, -0.86856, -5.37221)  0.000
H (-1.78687, -0.17176, -3.57261)  0.001
H (-2.88067, 3.13054, 1.85689)  -0.001
H (-1.54417, 4.68244, 3.52009)  0.000
H (0.67313, 5.29084, 4.50169)  0.000
H (2.69813, 4.06994, 3.72049)  0.001
H (2.45333, 2.28054, 2.03259)  0.000
O (3.33073, 2.96904, -2.18051)  0.005
P (3.02883, 2.46754, -0.72481)  0.008
O (4.17153, 1.91344, 0.00879)  0.017
O (1.85993, 1.45764, -0.74711)  0.134
O (2.44303, 3.77744, 0.03799)  -0.002
P (1.25933, 4.63984, -0.71001)  0.008
O (1.13383, 5.82884, 0.35509)  0.003
O (1.74343, 5.07804, -2.03291)  0.004
O (-0.02717, 3.85954, -0.61701)  0.075
H (2.76573, 3.75164, -2.38851)  0.000
H (1.77003, 6.51784, 0.16699)  0.000
C (2.42053, 0.32604, 4.41799)  0.002
O (1.76963, -0.00476, 3.20369)  0.027
C (2.52213, -0.76696, 2.35929)  0.101
O (3.63323, -1.16926, 2.65009)  0.137
C (1.84393, -1.06846, 1.13749)  0.543
C (2.54093, -1.63466, 0.06559)  0.631
As (2.45673, -3.61346, 0.04539)  0.116
C (2.28143, -4.02086, 1.96919)  0.009
C (0.51253, -3.54866, -0.32341)  0.060
C (-0.36537, -2.62386, 0.09509)  0.042
As (-0.03807, -0.81606, 0.82979)  0.171
C (-0.88637, -1.08486, 2.61049)  0.033
C (-1.81167, -2.70566, -0.16021)  0.004
O (-2.53257, -1.73256, -0.03361)  0.011
O (-2.24967, -3.91446, -0.49021)  0.000
C (-3.64777, -4.04946, -0.72061)  0.000
C (0.14843, -4.83336, -0.98911)  0.012
O (0.23733, -5.86026, -0.36371)  0.008
O (-0.16587, -4.84556, -2.28051)  0.003
C (-0.05517, -3.65676, -3.04771)  0.001
C (2.29023, -1.22726, -1.32561)  0.069
O (1.16913, -0.91566, -1.67821)  0.098
O (3.27103, -1.37016, -2.20661)  0.009
C (4.58743, -1.59606, -1.72831)  0.023
H (1.76153, 1.00804, 4.94779)  0.000
H (3.38463, 0.80034, 4.22089)  0.001
H (2.60023, -0.57246, 5.01409)  0.001
H (3.18513, -3.70356, 2.48759)  0.000
H (2.17003, -5.10096, 2.06429)  0.000
H (1.40833, -3.53266, 2.40299)  0.002
H (-0.37087, -1.85166, 3.19009)  0.004
H (-1.92687, -1.37576, 2.45589)  0.002
H (-0.85447, -0.14306, 3.15599)  0.000
H (-3.80857, -5.08836, -0.99691)  0.000
H (-3.96567, -3.38096, -1.52341)  0.000
H (-4.20327, -3.80566, 0.18679)  0.000
H (-0.27517, -3.95106, -4.07341)  0.000
H (0.95703, -3.24086, -3.00341)  0.000
H (-0.76127, -2.89166, -2.71511)  0.000
H (5.25353, -1.21396, -2.49821)  0.003
H (4.76573, -2.67056, -1.58411)  0.000
H (4.76553, -1.05966, -0.79251)  0.011

Atomic forces in eV per Å
Rh 1.1 -0.3 -1.2
O -0.2 0.1 0.1
C 0.3 -0.2 -0.2
C -0.1 0.1 0.1
C 0.0 0.1 0.2
C 0.1 -0.1 -0.1
C -0.1 0.0 0.1
C -0.1 -0.2 0.0
C -0.1 0.5 0.5
O 0.6 -0.1 -0.2
N -1.3 -0.2 -0.6
N -0.9 1.3 1.5
C -0.5 -0.6 -1.0
C 0.9 0.4 0.7
C -0.3 -0.6 -0.4
C 0.4 -0.3 -0.2
C -0.3 0.2 0.3
C 0.2 0.0 0.2
N -0.3 0.5 0.2
H 0.1 0.0 0.0
H -0.1 0.0 0.0
H 0.0 0.0 -0.1
H 0.0 0.0 -0.1
H 0.1 0.0 0.0
H -0.1 -0.1 0.0
H -0.1 0.1 0.1
H 0.0 0.1 0.0
H 0.1 0.0 0.0
H 0.0 0.0 0.0
O 0.1 -0.5 0.2
P 1.3 0.2 0.4
O 0.1 0.1 0.0
O -0.8 -0.2 -0.1
O -0.2 -0.1 -0.7
P -0.4 0.4 0.6
O -0.3 -0.2 0.0
O 0.2 0.1 -0.2
O 0.1 -0.4 0.3
H -0.1 0.4 -0.3
H 0.3 0.3 -0.1
C 0.3 0.0 0.4
O 0.1 -0.2 -0.4
C 0.5 0.1 0.7
O -0.3 0.2 -0.1
C -0.3 0.5 0.5
C 0.2 -0.7 -0.6
As 0.1 0.0 0.4
C 0.0 0.0 -0.1
C -0.4 0.4 0.4
C 0.6 0.0 -0.5
As -0.3 -0.9 0.8
C 0.1 0.1 -0.2
C -0.8 0.2 0.0
O 0.1 -0.3 -0.1
O 0.4 0.0 0.1
C -0.5 0.1 -0.1
C -0.2 -0.5 0.3
O 0.0 0.1 -0.1
O 0.0 -0.4 0.1
C 0.1 0.5 -0.3
C -0.4 0.3 -0.4
O 0.7 -0.3 -0.1
O -0.5 0.1 -0.3
C 0.7 -0.2 0.2
H 0.0 0.0 0.0
H -0.1 0.0 0.0
H 0.0 0.1 0.0
H 0.0 0.0 -0.1
H 0.0 0.0 -0.1
H 0.1 0.0 -0.1
H 0.0 0.1 -0.1
H 0.1 0.0 -0.1
H 0.0 0.0 0.0
H 0.1 0.1 0.0
H 0.0 -0.1 0.1
H 0.0 0.0 -0.1
H 0.0 0.1 0.1
H -0.1 -0.1 0.0
H 0.0 -0.1 -0.1
H 0.0 0.0 0.1
H -0.1 0.3 -0.1
H 0.0 0.0 -0.1